Record 1
{"formula": "C25H46Cl2InN3O6Si", "method": "ωB97M-V with the def2-TZVPD basis set", "elements": ["C", "C", "H", "H", "H", "C", "C", "H", "H", "H", "H", "In", "Cl", "C", "O", "N", "C", "C", "H", "H", "H", "H", "H", "H", "H", "H", "H", "C", "C", "N", "H", "C", "O", "H", "H", "H", "H", "H", "H", "C", "C", "N", "H", "C", "O", "H", "H", "H", "H", "O", "C", "C", "C", "H", "C", "H", "C", "H", "C", "C", "H", "H", "H", "Si", "Cl", "C", "C", "C", "H", "H", "H", "H", "H", "H", "H", "H", "H", "C", "O", "C", "O", "H", "H", "H"], "positions_angstrom": [[5.47378, 0.73610, -1.70780], [4.28094, -0.14005, -1.97533], [6.35731, 0.31055, -2.19469], [5.60411, 0.82481, -0.62224], [5.30091, 1.72593, -2.16553], [4.31271, -1.13304, -2.96943], [5.42456, -1.36094, -3.91682], [3.41543, -1.70391, -3.19009], [6.25790, -1.98648, -3.55690], [5.87771, -0.42420, -4.28689], [5.02295, -1.91700, -4.77816], [-1.39427, 0.80394, 0.88322], [-1.34114, 4.36099, 2.24926], [-3.55836, 0.54812, -1.10626], [-3.22216, 0.04604, 0.04034], [-4.43337, -0.01676, -1.91526], [-5.27963, -1.15882, -1.56784], [-4.43606, 0.29597, -3.34211], [-3.11452, 1.49906, -1.44331], [-5.86282, -0.96733, -0.66841], [-4.67325, -2.06745, -1.44332], [-5.96589, -1.31637, -2.40764], [-4.06620, 1.31075, -3.52751], [-5.46374, 0.17743, -3.70636], [-3.80764, -0.42838, -3.88305], [-4.81478, 0.19392, 5.26577], [-4.78353, 2.40219, 5.59636], [-3.86764, 0.08991, 4.72930], [-3.69010, 2.43128, 5.57458], [-3.27582, 1.41182, 4.61514], [-4.02880, -0.32950, 3.73423], [-2.35194, 1.64794, 3.71525], [-2.16079, 0.81621, 2.76303], [-3.32770, 3.40022, 5.22244], [-1.76314, 2.55907, 3.81172], [-3.20018, -0.55851, 5.31172], [-3.31108, 2.25531, 6.59200], [2.70969, -2.00229, 0.62690], [1.75907, -3.90509, -2.13476], [2.14024, -2.99151, 0.61842], [1.03094, -4.06175, -1.32751], [1.06971, -2.97204, -0.35519], [1.70933, -3.22607, 1.59249], [0.11955, -2.02697, -0.31412], [0.16438, -1.04735, 0.48148], [0.03626, -4.14512, -1.77274], [-0.71038, -2.15400, -1.02607], [2.82387, -3.79907, 0.34474], [1.28323, -4.99513, -0.82018], [3.43376, -0.35444, -0.75679], [2.94000, 0.61059, -1.68509], [1.22780, -0.95620, -2.67216], [1.76308, 0.33222, -2.52865], [1.73935, -1.71807, -2.09223], [0.15900, -1.23216, -3.53332], [3.03501, 1.65707, -1.35372], [1.24825, 1.34399, -3.37826], [-0.24483, -2.24528, -3.63816], [-0.42558, -0.18870, -4.25565], [0.15824, 1.09264, -4.20130], [1.72901, 2.32772, -3.40646], [-1.30077, -0.35739, -4.90067], [-0.24762, 1.90487, -4.82207], [3.09046, -0.64069, 2.03043], [-0.54673, 2.39838, -0.46449], [2.13668, -1.73999, 3.29292], [2.29333, 0.98548, 2.66037], [4.86573, -0.60730, 2.63220], [1.10845, -1.98755, 2.95394], [2.04254, -1.20737, 4.25951], [2.65929, -2.69619, 3.47676], [5.41065, -1.50130, 2.31898], [4.89458, -0.53490, 3.73644], [5.40068, 0.25873, 2.23003], [1.21103, 0.86091, 2.89347], [2.39859, 1.82112, 1.95038], [2.82683, 1.25648, 3.60541], [-4.82429, 3.05140, 0.89541], [-3.56066, 3.18793, 1.60701], [-2.72495, 4.12847, 1.16345], [-2.84134, 4.71161, 0.11671], [-5.57120, 2.93923, 1.68411], [-4.76351, 2.15443, 0.27327], [-4.99047, 3.93184, 0.26532]], "lowdin_charge": [-0.018, -0.459, 0.069, 0.080, 0.087, -0.186, -0.208, 0.042, 0.045, 0.054, 0.056, 0.512, 0.756, -0.272, -0.137, -0.160, -0.011, -0.023, 0.126, 0.097, 0.106, 0.089, 0.105, 0.090, 0.100, 0.092, 0.095, -0.006, -0.016, -0.162, 0.096, -0.266, -0.159, 0.095, 0.085, 0.112, 0.102, 0.003, 0.098, -0.080, -0.040, -0.170, 0.064, -0.290, -0.134, 0.086, 0.136, 0.103, 0.090, -0.137, -0.224, -0.075, -0.177, 0.077, -0.100, 0.141, -0.056, 0.094, -0.133, -0.115, 0.116, 0.082, 0.097, 0.646, 0.176, -0.259, -0.238, -0.235, 0.016, 0.025, 0.025, 0.019, 0.028, 0.018, -0.003, 0.015, 0.028, 0.015, -0.145, -0.928, 0.054, 0.104, 0.071, 0.104], "e_above_lowest_kcal_mol": 294.8, "e_homo_ev": [-3.3, -3.4], "total_charge": 0, "orbital_gap_ev": [2.9, 3.0]}

***

Record 2
{"formula": "C25H46ClIN2O4P", "method": "ωB97M-V with the def2-TZVPD basis set", "elements": ["C", "C", "P", "C", "C", "C", "N", "C", "C", "I", "C", "Cl", "C", "N", "H", "H", "H", "H", "H", "H", "H", "H", "H", "H", "H", "H", "H", "H", "C", "C", "C", "O", "C", "H", "H", "H", "H", "H", "H", "H", "H", "C", "C", "C", "O", "C", "H", "H", "H", "H", "H", "H", "H", "H", "C", "C", "C", "O", "C", "H", "H", "H", "H", "H", "H", "H", "H", "C", "C", "C", "O", "C", "H", "H", "H", "H", "H", "H", "H", "H"], "positions_angstrom": [[-4.13574, -3.53747, -0.54099], [-3.79968, -5.05474, -0.47514], [-2.22770, -5.47230, 0.42358], [-2.57178, -6.53995, 1.88637], [-3.85208, -6.14536, 2.71856], [-1.33730, -3.94288, 0.92535], [-1.59454, -3.38717, 2.12572], [-0.99276, -2.26095, 2.52177], [-0.10311, -1.62971, 1.71390], [0.72529, 0.17627, 2.41837], [0.20568, -2.17840, 0.46810], [1.34505, -1.43098, -0.56517], [-0.42961, -3.36438, 0.05448], [-0.19376, -3.95363, -1.20305], [-4.70986, -3.36883, -1.46145], [-4.78167, -3.22550, 0.28744], [-3.26080, -2.87957, -0.60934], [-3.73580, -5.43384, -1.49499], [-4.60466, -5.53373, 0.09323], [-1.71304, -6.63142, 2.56084], [-2.76498, -7.54809, 1.50047], [-4.07133, -5.07327, 2.62209], [-4.71633, -6.68892, 2.32563], [-3.69172, -6.41415, 3.76778], [-2.26178, -3.84227, 2.73976], [-1.25301, -1.88509, 3.50661], [0.75968, -3.74771, -1.49262], [-0.79964, -3.53976, -1.90897], [4.35008, 0.96057, -0.72940], [5.04873, 2.30310, -0.57399], [6.05808, 2.25915, -1.71187], [5.46866, 1.46752, -2.75062], [4.31514, 0.79967, -2.24183], [3.35878, 0.92454, -0.27436], [4.96111, 0.17063, -0.28244], [4.33595, 3.11117, -0.73450], [5.51280, 2.44860, 0.40150], [6.98939, 1.77302, -1.40193], [6.29748, 3.24922, -2.10085], [3.42694, 1.27928, -2.67004], [4.33159, -0.24612, -2.55776], [2.47499, 5.90273, 1.76534], [1.69342, 6.42496, 0.56690], [2.11219, 5.45375, -0.52439], [2.38183, 4.20004, 0.12264], [2.42965, 4.39962, 1.53668], [2.05604, 6.19926, 2.72605], [3.50780, 6.25701, 1.71953], [0.62096, 6.33615, 0.75567], [1.90757, 7.46122, 0.31973], [3.03182, 5.78351, -1.01962], [1.34168, 5.31374, -1.28313], [1.52190, 3.95933, 1.96963], [3.29875, 3.88346, 1.95072], [-0.00156, 11.71948, 1.37811], [1.40094, 11.91264, 0.81836], [1.92332, 10.48504, 0.78818], [0.78877, 9.63636, 0.57145], [-0.41147, 10.40034, 0.74246], [-0.68515, 12.53392, 1.14306], [0.04313, 11.61437, 2.46496], [1.34409, 12.31252, -0.19685], [2.02387, 12.58008, 1.41197], [2.37721, 10.20748, 1.74595], [2.65628, 10.32156, -0.00337], [-0.85691, 10.55753, -0.24543], [-1.11690, 9.83779, 1.35545], [-3.79125, -9.81913, -3.06957], [-2.40257, -10.03311, -2.48184], [-2.15648, -8.71207, -1.77055], [-3.44020, -8.22902, -1.34722], [-4.46942, -9.00426, -1.98026], [-4.31950, -10.74330, -3.29749], [-3.71947, -9.23162, -3.98810], [-2.42821, -10.85029, -1.75701], [-1.64083, -10.26210, -3.22521], [-1.72112, -7.96990, -2.44775], [-1.50217, -8.81498, -0.90365], [-4.92024, -9.65271, -1.22213], [-5.24049, -8.33793, -2.36951]], "lowdin_charge": [-0.139, -0.368, 1.034, -0.394, -0.146, -0.310, 0.113, -0.126, -0.687, 0.980, -0.608, 0.784, -0.335, 0.079, 0.076, 0.073, 0.051, 0.065, 0.074, 0.075, 0.067, 0.048, 0.072, 0.071, 0.155, 0.131, 0.070, 0.111, -0.182, -0.169, -0.194, -0.133, -0.216, 0.079, 0.115, 0.095, 0.116, 0.117, 0.118, 0.118, 0.112, -0.163, -0.164, -0.190, -0.171, -0.214, 0.114, 0.117, 0.120, 0.096, 0.120, 0.118, 0.106, 0.113, -0.171, -0.171, -0.209, -0.165, -0.201, 0.114, 0.115, 0.116, 0.114, 0.118, 0.117, 0.118, 0.116, -0.167, -0.167, -0.213, -0.189, -0.199, 0.116, 0.116, 0.117, 0.116, 0.117, 0.111, 0.119, 0.117], "e_homo_ev": -10.8, "total_charge": 1, "orbital_gap_ev": 6.7}